Record 1
5 unconnected molecules or ions with the total composition C45H95N5O5 in a non-equilibrium geometry, computed with ωB97M-V with the def2-TZVPD basis set.

- largest force on an atom (eV/Å) = 3.31
- charge = 0
- structure (SMILES) = CC1(C)CCCC(C)(C)N1O.CC1(C)CCCC(C)(C)N1O.CC1(C)CCCC(C)(C)N1O.CC1(C)CCCC(C)(C)N1O.CC1(C)CCCC(C)(C)N1O
- gap between HOMO and LUMO (eV) = 8.69
- multiplicity = 1

Structure (XYZ):
```
150
Properties=species:S:1:pos:R:3:mulliken_charge:R:1
C 1.621 -2.242 2.029 -1.72
C 1.014 -0.956 1.490 1.89
C 1.780 -0.458 0.240 -1.57
C -0.425 -1.215 1.065 -0.15
C -1.407 -0.055 1.069 -0.30
C -1.272 0.967 2.202 -1.30
C 0.207 1.256 2.507 1.50
C 0.664 2.428 1.627 -2.08
C 0.200 1.756 3.976 -2.09
N 1.010 0.024 2.572 1.43
O 2.318 0.352 2.998 -0.62
H 2.647 -2.197 2.405 0.41
H 1.040 -2.644 2.863 0.24
H 1.686 -2.985 1.230 0.16
H 2.696 0.060 0.522 0.22
H 2.066 -1.268 -0.435 0.39
H 1.078 0.161 -0.320 0.22
H -0.384 -1.533 0.020 -0.73
H -0.834 -2.064 1.619 0.76
H -1.335 0.594 0.184 -0.52
H -2.409 -0.488 1.016 0.61
H -1.725 0.484 3.073 0.13
H -1.791 1.834 1.802 0.53
H 0.128 3.339 1.896 0.60
H 0.490 2.300 0.554 0.11
H 1.733 2.636 1.707 0.46
H 1.224 2.100 4.169 0.57
H 0.036 0.968 4.709 0.22
H -0.353 2.663 4.223 0.32
H 2.381 -0.044 3.874 0.35
C 0.016 -3.554 6.252 -1.42
C -0.500 -2.249 6.869 1.88
C 0.628 -1.365 7.318 -1.74
C -1.219 -1.428 5.725 -0.65
C -2.506 -2.054 5.216 -0.49
C -3.484 -2.320 6.360 -1.74
C -2.847 -2.883 7.661 1.92
C -3.803 -2.408 8.732 -2.17
C -2.887 -4.421 7.648 -1.82
N -1.497 -2.356 7.925 0.12
O -0.910 -3.000 9.059 -0.51
H 0.712 -4.065 6.925 0.41
H -0.717 -4.326 6.011 0.23
H 0.553 -3.437 5.306 0.22
H 1.302 -1.886 7.998 0.38
H 1.211 -1.090 6.428 0.25
H 0.370 -0.368 7.677 0.43
H -1.528 -0.502 6.216 0.54
H -0.444 -1.281 4.975 -0.34
H -3.071 -1.354 4.595 0.32
H -2.377 -3.013 4.711 0.38
H -4.275 -3.036 6.095 0.47
H -4.202 -1.525 6.585 0.47
H -3.900 -1.327 8.830 0.45
H -3.503 -2.736 9.744 0.48
H -4.776 -2.902 8.724 0.43
H -2.193 -4.891 8.349 0.34
H -2.576 -4.837 6.688 0.35
H -3.872 -4.806 7.913 0.45
H -1.129 -2.366 9.751 0.38
C -1.094 1.574 -6.644 -1.93
C -0.660 2.348 -5.366 1.50
C -0.765 3.831 -5.610 -1.88
C -1.654 1.931 -4.230 -1.36
C -1.388 0.520 -3.713 -0.52
C 0.066 0.449 -3.274 0.49
C 1.084 0.749 -4.364 1.82
C 2.481 0.795 -3.796 -1.91
C 1.001 -0.381 -5.426 -1.86
N 0.739 2.014 -4.974 1.10
O 1.662 2.429 -5.958 -0.54
H -1.466 0.596 -6.348 0.37
H -1.951 2.004 -7.171 0.48
H -0.267 1.538 -7.351 0.30
H 0.054 4.168 -6.255 0.45
H -1.617 4.214 -6.169 0.37
H -0.658 4.315 -4.635 0.24
H -1.679 2.660 -3.420 0.26
H -2.639 1.943 -4.705 0.43
H -1.905 0.453 -2.747 0.40
H -1.786 -0.308 -4.296 0.35
H 0.364 -0.564 -2.987 -0.71
H 0.091 1.122 -2.412 -0.24
H 2.726 1.690 -3.220 0.30
H 3.300 0.716 -4.517 0.38
H 2.653 -0.068 -3.143 0.33
H 1.480 -1.323 -5.117 0.37
H 1.565 -0.085 -6.311 0.42
H 0.003 -0.753 -5.639 0.26
H 1.931 3.302 -5.652 0.34
C 1.587 -5.202 -2.382 -1.74
C 0.125 -4.744 -2.744 2.59
C -0.139 -3.464 -1.997 -3.17
C 0.128 -4.524 -4.274 -1.04
C 0.096 -5.831 -5.047 -0.82
C -1.008 -6.776 -4.543 -1.38
C -0.962 -7.067 -3.019 1.66
C -2.365 -7.636 -2.795 -1.98
C 0.145 -8.054 -2.751 -1.72
N -0.931 -5.736 -2.402 0.28
O -1.012 -5.815 -0.960 -0.50
H 2.022 -4.511 -1.655 0.34
H 1.685 -6.164 -1.879 0.43
H 2.265 -5.190 -3.235 0.30
H -0.184 -3.389 -0.914 0.83
H 0.659 -2.735 -2.207 0.21
H -0.958 -2.870 -2.425 0.47
H -0.781 -3.992 -4.571 0.34
H 1.032 -3.976 -4.535 0.37
H -0.106 -5.695 -6.110 0.46
H 1.025 -6.405 -4.965 0.29
H -0.953 -7.730 -5.071 0.51
H -1.951 -6.327 -4.868 0.43
H -2.520 -7.910 -1.741 0.40
H -2.476 -8.616 -3.273 0.43
H -3.262 -7.088 -3.076 0.38
H -0.038 -8.994 -3.272 0.41
H 0.075 -8.235 -1.671 0.38
H 1.140 -7.742 -3.051 0.38
H -1.796 -5.264 -0.859 0.35
C 1.707 6.045 -3.195 -1.95
C 2.380 6.859 -2.086 2.12
C 3.911 6.920 -2.285 -1.96
C 1.845 8.323 -2.256 -1.61
C 0.554 8.637 -1.497 -0.66
C 0.737 8.185 -0.028 -1.45
C 1.033 6.681 0.122 1.48
C 1.568 6.600 1.566 -1.69
C -0.280 5.935 -0.086 -1.19
N 2.163 6.302 -0.740 0.30
O 2.416 4.910 -0.673 -0.39
H 0.812 6.488 -3.636 0.36
H 2.290 5.691 -4.053 0.34
H 1.380 5.065 -2.821 0.40
H 4.261 5.919 -2.523 0.42
H 4.141 7.668 -3.047 0.41
H 4.369 7.341 -1.389 0.44
H 2.608 9.012 -1.885 0.47
H 1.622 8.432 -3.315 0.49
H 0.205 9.663 -1.598 0.43
H -0.201 8.019 -1.999 0.27
H -0.184 8.494 0.469 0.54
H 1.523 8.815 0.395 0.36
H 1.685 5.554 1.868 0.27
H 0.735 6.927 2.198 0.40
H 2.466 7.182 1.736 0.43
H -0.229 4.878 0.182 -0.03
H -0.570 5.949 -1.139 0.31
H -1.074 6.415 0.485 0.41
H 3.256 4.912 -0.199 0.33
```



Record 2
A molecular structure, C26H20F3IrO3P2S3 in a non-equilibrium geometry, computed with ωB97M-V with the def2-TZVPD basis set.

- largest force on an atom (eV/Å) = 4.74
- charge = +1
- gap between HOMO and LUMO (alpha / beta) (eV) = 7.31 / 6.24
- multiplicity = 2

Structure (XYZ):
```
58
Properties=species:S:1:pos:R:3:mulliken_spin:R:1
Ir -1.067 -1.889 -1.894 0.20
S -2.397 -2.375 0.208 0.03
P -1.730 -0.507 0.710 0.01
C -0.522 -0.254 -0.542 0.62
P 1.187 -0.650 -0.417 0.06
S 1.137 -2.648 -0.809 0.04
C 2.066 -0.335 1.124 0.01
C 2.526 -1.386 1.910 0.00
C 3.261 -1.107 3.051 0.00
C 3.521 0.209 3.405 0.00
C 3.048 1.257 2.626 0.00
C 2.322 0.990 1.479 0.00
C 2.024 0.267 -1.717 -0.06
C 1.311 1.174 -2.497 0.05
C 1.960 1.859 -3.510 0.01
C 3.309 1.629 -3.740 0.00
C 4.016 0.719 -2.964 0.00
C 3.375 0.031 -1.948 0.00
C -3.052 0.684 0.451 -0.01
C -3.085 1.434 -0.723 0.04
C -4.106 2.350 -0.913 0.01
C -5.086 2.508 0.057 0.00
C -5.061 1.740 1.214 0.00
C -4.043 0.824 1.419 0.00
C -1.167 -0.368 2.409 0.02
C -1.028 0.906 2.961 -0.01
C -0.561 1.032 4.256 0.00
C -0.238 -0.102 4.991 0.00
C -0.377 -1.366 4.435 0.00
C -0.837 -1.507 3.136 0.00
H 2.325 -2.407 1.615 0.00
H 3.636 -1.918 3.662 0.00
H 4.108 0.422 4.289 0.00
H 3.259 2.281 2.906 0.00
H 1.975 1.795 0.841 0.00
H 0.254 1.316 -2.311 0.00
H 1.414 2.553 -4.134 0.00
H 3.811 2.156 -4.541 0.00
H 5.064 0.538 -3.160 0.00
H 3.916 -0.691 -1.347 0.00
H -2.323 1.284 -1.477 -0.03
H -4.142 2.940 -1.820 0.00
H -5.878 3.229 -0.093 0.00
H -5.840 1.856 1.955 0.00
H -4.017 0.218 2.317 0.00
H -1.308 1.781 2.385 0.00
H -0.457 2.014 4.699 0.00
H 0.117 0.001 6.008 0.00
H -0.127 -2.244 5.016 0.00
H -0.967 -2.485 2.690 0.00
F -1.663 -3.761 -5.650 0.00
C -0.638 -3.331 -4.946 0.00
F -0.675 -3.940 -3.725 0.00
F 0.488 -3.645 -5.547 0.00
S -0.732 -1.513 -4.585 -0.01
O -0.646 -0.769 -5.783 0.00
O -2.012 -1.432 -3.837 0.01
O 0.354 -1.366 -3.597 0.00
```



Record 3
C4H5NO in the gas phase in a non-equilibrium geometry, computed with ωB97M-V with the def2-TZVPD basis set.

- largest force on an atom (eV/Å) = 1.32
- charge = 0
- gap between HOMO and LUMO (eV) = 9.14
- multiplicity = 1

Structure (XYZ):
```
11
Properties=species:S:1:pos:R:3:mulliken_charge:R:1
N 0.706 -0.506 1.361 -0.51
C -0.179 -0.864 0.263 -0.04
C -0.539 0.214 1.185 -0.35
C -0.480 0.494 -0.258 -0.13
O 0.675 1.165 -0.789 -0.18
C 1.216 0.458 -1.751 -0.20
H 1.500 0.048 1.034 0.28
H -0.588 -1.843 0.074 0.33
H -1.352 0.271 1.887 0.30
H -1.384 0.687 -0.834 0.34
H 0.377 -0.168 -2.173 0.16
```



Record 4
A molecular structure, C18H10N2O11Pb in a non-equilibrium geometry, computed with ωB97M-V with the def2-TZVPD basis set.

- largest force on an atom (eV/Å) = 1.27
- charge = -2
- gap between HOMO and LUMO (eV) = 5.31
- multiplicity = 1

Structure (XYZ):
```
42
Properties=species:S:1:pos:R:3:mulliken_charge:R:1
Pb -0.042 0.415 0.593 1.49
O -5.293 -3.741 1.379 -0.56
C -4.250 -2.872 1.198 1.27
C -4.100 -2.143 0.026 -0.38
C -3.002 -1.302 -0.098 -0.17
N -2.110 -1.164 0.868 -0.03
C -2.252 -1.839 1.997 0.11
C -3.310 -2.711 2.209 -0.68
C -1.190 -1.621 3.094 0.17
O -1.370 -2.223 4.152 -0.78
O -0.232 -0.857 2.812 -0.58
C -2.781 -0.494 -1.388 0.03
O -3.538 -0.736 -2.329 -0.78
O -1.842 0.343 -1.369 -0.77
H -5.846 -3.719 0.588 0.28
H -4.802 -2.212 -0.794 0.42
H -3.379 -3.244 3.143 0.54
O 5.601 3.684 -0.304 -0.70
C 4.551 3.089 -0.061 0.61
C 3.239 3.723 0.271 -0.03
O 3.048 4.932 0.434 -0.73
C 2.266 2.632 0.368 0.88
C 2.952 1.380 0.236 0.55
O 2.395 0.237 0.353 -0.57
C 4.360 1.611 -0.062 -0.09
O 5.235 0.769 -0.288 -0.75
O 1.009 2.733 0.546 -0.90
O 0.452 0.030 -2.681 -0.64
C 0.327 -1.339 -2.861 -0.76
C 0.794 -2.225 -1.723 0.67
C 1.272 -3.494 -2.054 -0.84
C 1.710 -4.341 -1.056 -0.23
C 1.671 -3.888 0.254 -1.03
C 1.154 -2.629 0.500 -0.19
N 0.711 -1.830 -0.462 0.27
H -0.362 0.364 -2.249 0.55
H 0.929 -1.603 -3.744 0.43
H -0.720 -1.620 -3.068 0.17
H 1.290 -3.799 -3.092 0.39
H 2.077 -5.331 -1.298 0.37
H 2.027 -4.502 1.067 0.41
H 1.080 -2.240 1.503 0.58
```



Record 5
A molecular structure, C22H18N3O4Tb in a non-equilibrium geometry, computed with ωB97M-V with the def2-TZVPD basis set.

- largest force on an atom (eV/Å) = 1.06
- charge = +2
- gap between HOMO and LUMO (alpha / beta) (eV) = 6.87 / 8.21
- multiplicity = 7

Structure (XYZ):
```
48
Properties=species:S:1:pos:R:3:mulliken_spin:R:1
Tb -0.196 0.136 0.217 6.18
O -0.256 2.166 -3.371 0.00
C -0.430 1.794 -2.257 0.00
O 0.031 0.647 -1.725 -0.07
C -1.230 2.631 -1.264 0.00
C -1.815 3.820 -1.689 0.00
C -2.533 4.556 -0.784 0.00
C -2.667 4.114 0.548 0.00
C -3.396 4.829 1.529 0.00
C -3.492 4.352 2.803 0.00
C -2.864 3.137 3.161 0.00
C -2.155 2.427 2.235 0.01
C -2.043 2.901 0.910 0.00
N -1.330 2.175 -0.010 -0.05
H -1.687 4.122 -2.718 0.00
H -3.002 5.485 -1.086 0.00
H -3.875 5.759 1.250 0.00
H -4.050 4.901 3.548 0.00
H -2.952 2.775 4.176 0.00
H -1.674 1.494 2.516 0.00
O 3.699 -3.346 5.188 0.00
C 4.020 -2.007 4.905 0.00
C 3.169 -1.549 3.757 0.00
C 3.434 -0.357 3.094 0.00
C 2.596 0.032 2.078 0.00
N 1.538 -0.691 1.675 -0.02
C 1.300 -1.877 2.283 0.00
C 2.081 -2.309 3.336 0.00
C 0.166 -2.699 1.766 -0.01
C 0.020 -4.025 2.116 0.00
C -1.044 -4.771 1.615 0.00
C -1.186 -6.218 1.989 0.00
O -0.493 -6.420 3.199 0.00
C -1.935 -4.146 0.754 0.00
C -1.727 -2.826 0.434 0.00
N -0.711 -2.098 0.926 -0.03
H 4.284 -3.685 5.874 0.00
H 5.075 -1.872 4.647 0.00
H 3.805 -1.349 5.757 0.00
H 4.280 0.263 3.361 0.00
H 2.777 0.960 1.547 0.00
H 1.879 -3.238 3.845 0.00
H 0.720 -4.512 2.778 0.00
H -0.755 -6.815 1.175 0.00
H -2.246 -6.477 2.061 0.00
H -0.623 -7.326 3.501 0.00
H -2.780 -4.674 0.331 0.00
H -2.407 -2.313 -0.238 0.00
```



Record 6
C6H10 in the gas phase in a non-equilibrium geometry, computed with ωB97M-V with the def2-TZVPD basis set.

- largest force on an atom (eV/Å) = 1.87
- charge = 0
- structure (SMILES) = C=C/C(C)=C/C
- gap between HOMO and LUMO (eV) = 9.49
- multiplicity = 1

Structure (XYZ):
```
16
Properties=species:S:1:pos:R:3:mulliken_charge:R:1
C 0.165 -1.160 -2.301 -0.82
C -0.667 -0.640 -1.403 -0.35
C -0.378 -0.102 -0.042 1.10
C -1.420 0.839 0.485 -1.32
C 0.871 -0.152 0.426 -0.25
C 1.366 0.455 1.711 -1.25
H 1.063 -1.648 -1.939 0.23
H -0.205 -1.475 -3.267 0.28
H -1.713 -0.449 -1.638 0.31
H -1.137 1.450 1.339 0.33
H -2.283 0.338 0.948 0.30
H -1.804 1.403 -0.341 0.33
H 1.688 -0.615 -0.116 0.20
H 0.575 0.881 2.321 0.32
H 2.115 1.204 1.460 0.28
H 1.763 -0.330 2.358 0.32
```



Record 7
A molecular structure, C24H20FN6O4S2TeV in a non-equilibrium geometry, computed with ωB97M-V with the def2-TZVPD basis set.

- largest force on an atom (eV/Å) = 1.02
- charge = +3
- gap between HOMO and LUMO (alpha / beta) (eV) = 5.46 / 6.25
- multiplicity = 2

Structure (XYZ):
```
59
Properties=species:S:1:pos:R:3:mulliken_spin:R:1
V -0.014 -0.183 -1.029 1.43
N 2.904 -0.755 -3.000 0.00
C 2.928 -0.955 -1.688 0.00
N 1.873 -0.765 -0.860 -0.03
C 2.214 -1.113 0.467 0.00
C 3.485 -1.495 0.633 0.00
S 4.341 -1.479 -0.872 0.00
C 1.095 -1.074 1.401 0.04
C 1.012 -1.392 2.696 0.00
S -0.614 -1.216 3.290 0.00
C -1.150 -0.736 1.727 0.01
N -0.133 -0.659 0.823 -0.16
N -2.408 -0.497 1.453 0.00
H 2.058 -0.547 -3.504 0.00
H 3.722 -0.944 -3.562 0.00
H 3.978 -1.823 1.534 0.00
H 1.795 -1.733 3.354 0.00
H -3.116 -0.619 2.164 0.00
H -2.742 -0.313 0.515 0.00
Te -0.290 2.556 -1.061 -0.25
C -1.951 2.629 0.220 0.00
C -3.179 2.349 -0.377 0.00
C -4.327 2.450 0.396 0.01
C -4.236 2.838 1.728 -0.02
C -3.001 3.130 2.298 0.01
C -1.838 3.027 1.547 0.00
C 1.350 3.044 0.146 -0.02
C 1.583 2.453 1.387 0.01
C 2.675 2.875 2.126 0.00
C 3.517 3.865 1.627 -0.01
C 3.277 4.438 0.387 0.01
C 2.189 4.029 -0.372 0.00
H -3.257 2.085 -1.426 0.00
H -5.292 2.253 -0.051 0.00
H -5.137 2.940 2.319 0.00
H -2.942 3.466 3.325 0.00
H -0.887 3.295 1.984 0.00
H 0.918 1.696 1.784 0.01
H 2.867 2.444 3.099 0.00
H 4.363 4.196 2.216 0.00
H 3.929 5.214 0.007 0.00
H 1.997 4.490 -1.333 0.01
F 2.102 -4.083 -3.016 0.00
C 1.049 -3.899 -2.234 0.00
C -0.171 -3.713 -2.739 0.01
N -1.265 -3.475 -1.913 0.00
C -2.494 -2.940 -2.464 0.00
C -2.647 -1.547 -1.881 0.01
O -3.522 -0.947 -1.390 -0.01
O -1.296 -0.990 -1.782 -0.02
C -1.136 -3.423 -0.537 0.00
O -2.042 -3.009 0.162 0.00
N 0.115 -3.713 -0.055 0.00
C 1.297 -3.894 -0.789 0.00
O 2.370 -3.973 -0.257 0.00
H -0.354 -3.743 -3.805 0.00
H -3.397 -3.499 -2.223 0.00
H -2.378 -2.887 -3.547 0.00
H 0.208 -3.731 0.954 0.00
```



Record 8
CF2NP in the gas phase in a non-equilibrium geometry, computed with ωB97M-V with the def2-TZVPD basis set.

- largest force on an atom (eV/Å) = 3.78
- charge = 0
- structure (SMILES) = N#CP(F)F
- gap between HOMO and LUMO (eV) = 11.70
- multiplicity = 1

Structure (XYZ):
```
5
Properties=species:S:1:pos:R:3:mulliken_charge:R:1
N -2.038 -0.055 -0.095 -0.28
C -0.896 -0.057 0.149 0.37
P 0.785 0.125 0.660 0.40
F 1.058 -1.251 -0.263 -0.27
F 1.091 1.238 -0.450 -0.21
```



Record 9
A gas-phase ion, C4H5O3S2 (charge -1) in a non-equilibrium geometry, computed with ωB97M-V with the def2-TZVPD basis set.

- largest force on an atom (eV/Å) = 3.93
- charge = -1
- structure (SMILES) = CC=C=[S@](=O)([O-])OC=S
- gap between HOMO and LUMO (eV) = 7.71
- multiplicity = 1

Structure (XYZ):
```
14
Properties=species:S:1:pos:R:3:mulliken_charge:R:1
C 2.206 -0.200 -0.458 -1.18
C 1.402 0.990 0.095 0.02
C 0.246 0.887 0.652 -0.61
S -0.561 -0.815 0.631 1.03
O -0.425 -1.689 1.756 -0.64
O -0.786 -1.479 -0.689 -0.65
O -2.194 -0.276 0.885 -0.29
C -2.651 0.449 -0.055 0.06
S -4.137 1.104 0.007 -0.39
H 1.634 -0.691 -1.244 0.29
H 3.201 0.056 -0.763 0.38
H 2.294 -0.874 0.349 0.31
H 1.843 1.910 -0.217 0.37
H -2.073 0.630 -0.949 0.29
```



Record 10
Cl2H2NPS in the gas phase in a non-equilibrium geometry, computed with ωB97M-V with the def2-TZVPD basis set.

- largest force on an atom (eV/Å) = 4.03
- charge = 0
- structure (SMILES) = NP(=S)(Cl)Cl
- gap between HOMO and LUMO (eV) = 9.55
- multiplicity = 1

Structure (XYZ):
```
7
Properties=species:S:1:pos:R:3:mulliken_charge:R:1
N 1.197 0.128 0.289 -0.61
P -0.722 -0.068 -0.199 0.72
S -1.515 -1.786 -0.053 -0.30
Cl -1.343 1.348 1.077 -0.15
Cl -0.921 0.871 -1.978 -0.17
H 1.997 -0.112 -0.340 0.24
H 1.308 -0.381 1.204 0.26
```



Record 11
A gas-phase ion, CH2N4P (charge -1) in a non-equilibrium geometry, computed with ωB97M-V with the def2-TZVPD basis set.

- largest force on an atom (eV/Å) = 2.87
- charge = -1
- gap between HOMO and LUMO (eV) = 9.09
- multiplicity = 1

Structure (XYZ):
```
8
Properties=species:S:1:pos:R:3:mulliken_charge:R:1
C -0.072 -0.321 -0.133 0.40
N -0.844 0.679 0.268 -0.30
N -0.813 -1.391 -0.534 -0.36
N -2.052 0.360 -0.099 -0.37
N -2.038 -0.912 -0.574 -0.32
P 1.885 -0.068 0.130 -0.10
H 2.063 0.465 1.520 0.03
H 1.872 1.187 -0.578 0.03
```